[1]
C4H8N2O in the gas phase. Source: OMol25; level of theory: ωB97M-V/def2-TZVPD.

Each atom is followed by the atoms it is bonded to, with distances in Å.
Atoms and positions in Å:
1 O -1.656 -0.315 0.780  N5 1.393, C10 1.415
2 H -1.869 -1.671 -0.779  C10 1.096
3 H -3.181 -0.490 -0.506  C10 1.087
4 H 0.055 -1.398 0.815  N5 1.018
5 N -0.280 -0.446 0.945  O1 1.393, H4 1.018, C12 1.382
6 C 1.903 0.005 0.085  N8 1.262, C12 1.462, H13 1.097
7 C 0.214 1.771 0.144  C12 1.341, H14 1.074, H15 1.075
8 N 2.147 -1.233 0.128  C6 1.262, H11 1.016
9 H -1.657 0.033 -1.273  C10 1.095
10 C -2.103 -0.630 -0.525  O1 1.415, H2 1.096, H3 1.087, H9 1.095
11 H 3.101 -1.502 -0.099  N8 1.016
12 C 0.558 0.496 0.379  N5 1.382, C6 1.462, C7 1.341
13 H 2.626 0.783 -0.187  C6 1.097
14 H 0.923 2.474 -0.250  C7 1.074
15 H -0.782 2.124 0.342  C7 1.075

Values from the calculation:
Energy above the lowest of the compared OMol25 structures with the same formula, charge and spin in eV: 3.8505
Net charge: 0
E_LUMO in eV: 0.76
Kohn-Sham gap in eV: 9.22

***

[2]
C4H8N2O in the gas phase. Source: OMol25; level of theory: ωB97M-V/def2-TZVPD.

Each atom is followed by the atoms it is bonded to, with distances in Å.
Atoms and positions in Å:
1 C 0.105 0.964 -0.370  C2 1.410, H10 1.079, N13 1.392
2 C 1.031 -0.099 -0.353  C1 1.410, C6 1.382, O12 1.383
3 H 0.844 -2.093 -1.297  C6 1.086
4 H -0.131 2.874 0.352  N13 1.010
5 H -0.938 -0.848 1.473  N9 1.013
6 C 0.408 -1.271 -0.737  C2 1.382, H3 1.086, C7 1.427
7 C -0.984 -1.025 -0.542  C6 1.427, N9 1.408, H15 1.091
8 H -2.398 -0.448 0.806  N9 1.015
9 N -1.592 -1.058 0.728  H5 1.013, C7 1.408, H8 1.015
10 H -0.409 1.214 -1.284  C1 1.079
11 H 2.662 -0.785 0.394  O12 0.964
12 O 2.292 0.081 0.186  C2 1.383, H11 0.964
13 N 0.036 1.921 0.640  C1 1.392, H4 1.010, H14 1.010
14 H 0.774 1.858 1.327  N13 1.010
15 H -1.700 -1.284 -1.324  C7 1.091

Values from the calculation:
Energy above the lowest of the compared OMol25 structures with the same formula, charge and spin in eV: 3.7638
Net charge: 0
E_LUMO in eV: 0.90
Kohn-Sham gap in eV: 7.65

***

[3]
C4H8N2O in the gas phase. Source: OMol25; level of theory: ωB97M-V/def2-TZVPD.

Each atom is followed by the atoms it is bonded to, with distances in Å.
Atoms and positions in Å:
1 O 2.759 -0.708 -0.105  C10 1.223
2 H -0.604 1.403 -1.222  C12 1.107
3 H 0.920 -2.278 -0.209  N15 1.011
4 H 1.925 1.540 0.021  N7 1.011
5 H -0.943 0.291 1.582  C11 1.097
6 H -1.406 -1.854 0.321  C14 1.092
7 N 1.136 0.910 -0.019  H4 1.011, C10 1.387, C12 1.478
8 H -0.497 2.317 0.278  C12 1.101
9 H -2.181 0.571 0.317  C11 1.095
10 C 1.576 -0.405 -0.041  O1 1.223, N7 1.387, N15 1.377
11 C -1.138 0.293 0.502  H5 1.097, H9 1.095, C12 1.512, C14 1.523
12 C -0.272 1.336 -0.168  H2 1.107, N7 1.478, H8 1.101, C11 1.512
13 H -1.056 -0.999 -1.199  C14 1.101
14 C -0.812 -1.055 -0.126  H6 1.092, C11 1.523, H13 1.101, N15 1.451
15 N 0.593 -1.363 0.067  H3 1.011, C10 1.377, C14 1.451

Values from the calculation:
Energy above the lowest of the compared OMol25 structures with the same formula, charge and spin in eV: 0.1596
Net charge: 0
E_LUMO in eV: 0.84
Kohn-Sham gap in eV: 10.34

***

[4]
C4H8N2O in the gas phase. Source: OMol25; level of theory: ωB97M-V/def2-TZVPD.

Each atom is followed by the atoms it is bonded to, with distances in Å.
Atoms and positions in Å:
1 C -0.565 1.618 0.327  N9 1.241, O10 1.321, H11 1.139
2 N 1.024 0.114 0.350  C8 1.411, N9 1.276
3 H -1.117 -0.632 -1.591  C6 1.048
4 C -1.419 -1.278 0.553  C6 1.435, H12 1.096, H13 1.139, H14 1.179
5 H 2.238 0.791 -1.353  C8 1.203
6 C -1.118 -0.428 -0.563  H3 1.048, C4 1.435, O10 1.347
7 H 3.006 0.510 0.167  C8 1.081
8 C 2.213 0.049 -0.406  N2 1.411, H5 1.203, H7 1.081, H15 1.100
9 N 0.625 1.316 0.506  C1 1.241, N2 1.276
10 O -1.349 0.894 -0.452  C1 1.321, C6 1.347
11 H -1.048 2.579 0.704  C1 1.139
12 H -1.027 -1.007 1.539  C4 1.096
13 H -2.532 -1.188 0.776  C4 1.139
14 H -1.393 -2.441 0.355  C4 1.179
15 H 2.461 -0.897 -0.911  C8 1.100

Values from the calculation:
Energy above the lowest of the compared OMol25 structures with the same formula, charge and spin in eV: 5.9447
Net charge: 0
E_LUMO (alpha / beta) in eV: 0.58 / 0.83
Kohn-Sham gap (alpha / beta) in eV: 8.12 / 8.55

***

[5]
C4H8N2O in the gas phase. Source: OMol25; level of theory: ωB97M-V/def2-TZVPD.

Each atom is followed by the atoms it is bonded to, with distances in Å.
Atoms and positions in Å:
1 H -4.146 -0.797 -0.186  C5 1.188
2 H 1.056 -0.337 -1.645  C15 1.037
3 C -0.637 -0.371 -0.350  N9 1.311, C15 1.528
4 H 2.152 -0.085 1.014  C8 1.057
5 C -3.120 -0.316 -0.541  H1 1.188, N6 1.270
6 N -2.644 0.395 0.398  C5 1.270, N9 1.426, H10 0.978
7 H 2.352 -1.549 -0.010  C8 1.158
8 C 1.616 -0.752 0.394  H4 1.057, H7 1.158, H14 1.146, C15 1.527
9 N -1.236 0.598 0.300  C3 1.311, N6 1.426, H13 1.000
10 H -3.100 0.797 1.164  N6 0.978
11 H 1.986 1.449 -0.689  O12 1.001
12 O 0.995 1.409 -0.556  H11 1.001, C15 1.454
13 H -1.144 1.565 0.539  N9 1.000
14 H 0.865 -1.281 1.079  C8 1.146
15 C 0.814 -0.028 -0.685  H2 1.037, C3 1.528, C8 1.527, O12 1.454

Values from the calculation:
Energy above the lowest of the compared OMol25 structures with the same formula, charge and spin in eV: 7.6541
Net charge: 0
E_LUMO in eV: 0.78
Kohn-Sham gap in eV: 8.40

***

[6]
C4H8N2O in the gas phase. Source: OMol25; level of theory: ωB97M-V/def2-TZVPD.

Each atom is followed by the atoms it is bonded to, with distances in Å.
Atoms and positions in Å:
1 H -1.635 -0.906 1.088  C2 1.096
2 C -1.806 0.114 0.726  H1 1.096, H3 1.094, N4 1.491, H8 1.089
3 H -2.307 0.698 1.503  C2 1.094
4 N -0.497 0.720 0.349  C2 1.491, H6 1.026, C13 1.541, H15 1.032
5 H 2.228 -0.951 -0.876  C12 1.096
6 H 0.099 0.916 1.161  N4 1.026
7 O 2.258 0.377 0.760  H9 0.969, C12 1.434
8 H -2.435 0.059 -0.162  C2 1.089
9 H 2.564 1.088 0.178  O7 0.969
10 C -0.371 -0.594 -1.685  C13 1.399, N14 1.170
11 H 1.326 -1.391 0.598  C12 1.098
12 C 1.580 -0.566 -0.080  H5 1.096, O7 1.434, H11 1.098, C13 1.478
13 C 0.398 0.056 -0.714  N4 1.541, C10 1.399, C12 1.478
14 N -1.025 -1.102 -2.511  C10 1.170
15 H -0.378 1.483 -0.336  N4 1.032

Values from the calculation:
Energy above the lowest of the compared OMol25 structures with the same formula, charge and spin in eV: 4.1329
Net charge: 0
E_LUMO in eV: 0.44
Kohn-Sham gap in eV: 7.91

***

[7]
C4H8N2O in the gas phase. Source: OMol25; level of theory: ωB97M-V/def2-TZVPD.

Each atom is followed by the atoms it is bonded to, with distances in Å.
Atoms and positions in Å:
1 H -2.348 0.620 1.105  C14 1.096
2 H 1.137 -2.384 -0.212  N7 1.018
3 H -0.251 -0.621 -2.009  C5 1.112
4 C -0.575 1.090 -0.021  H9 1.094, N11 1.469, C14 1.528, H15 1.094
5 C -0.088 -1.655 -1.633  H3 1.112, N7 1.324
6 H -1.294 -0.775 0.852  C14 1.091
7 N 0.772 -1.533 -0.633  H2 1.018, C5 1.324, C12 1.447
8 H 1.479 1.523 0.232  N11 1.010
9 H -0.637 2.158 0.207  C4 1.094
10 H -0.847 0.468 2.042  C14 1.094
11 N 0.863 0.807 -0.128  C4 1.469, H8 1.010, C12 1.362
12 C 1.507 -0.393 -0.127  N7 1.447, N11 1.362, O13 1.213
13 O 2.648 -0.552 0.253  C12 1.213
14 C -1.303 0.295 1.062  H1 1.096, C4 1.528, H6 1.091, H10 1.094
15 H -1.063 0.952 -0.990  C4 1.094

Values from the calculation:
Energy above the lowest of the compared OMol25 structures with the same formula, charge and spin in eV: 2.8627
Net charge: 0
E_LUMO in eV: 0.59
Kohn-Sham gap in eV: 9.36

***

[8]
C4H8N2O in the gas phase. Source: OMol25; level of theory: ωB97M-V/def2-TZVPD.

Each atom is followed by the atoms it is bonded to, with distances in Å.
Atoms and positions in Å:
1 C -1.703 0.925 -0.157  H2 1.094, N9 1.489, H12 1.091, H14 1.094
2 H -0.790 1.526 -0.108  C1 1.094
3 C -0.219 -0.997 0.511  C5 1.365, N9 1.354, O15 1.362
4 H -1.105 -2.588 1.168  O15 0.964
5 C 0.978 -0.493 0.092  C3 1.365, C8 1.419, H11 1.094
6 N 2.418 1.083 -0.743  H7 1.008, C8 1.326, H13 1.026
7 H 2.662 1.967 -1.160  N6 1.008
8 C 1.149 0.782 -0.507  C5 1.419, N6 1.326
9 N -1.425 -0.382 0.501  C1 1.489, C3 1.354, H10 1.012
10 H -2.234 -0.980 0.616  N9 1.012
11 H 1.823 -1.177 0.217  C5 1.094
12 H -2.501 1.393 0.420  C1 1.091
13 H 3.198 0.437 -0.580  N6 1.026
14 H -2.033 0.800 -1.193  C1 1.094
15 O -0.220 -2.295 0.924  C3 1.362, H4 0.964

Values from the calculation:
Energy above the lowest of the compared OMol25 structures with the same formula, charge and spin in eV: 3.2507
Net charge: 0
E_LUMO in eV: 0.61
Kohn-Sham gap in eV: 7.96

***

[9]
C4H8N2O in the gas phase. Source: OMol25; level of theory: ωB97M-V/def2-TZVPD.

Each atom is followed by the atoms it is bonded to, with distances in Å.
Atoms and positions in Å:
1 O -0.734 -1.749 2.131  C10 1.226
2 H 0.322 0.437 2.268  N8 0.997
3 C 0.068 1.312 0.356  H4 1.098, N8 1.451, H12 1.098, C14 1.538
4 H 0.560 2.186 0.802  C3 1.098
5 H -1.371 -2.149 -0.161  N6 1.032
6 N -0.956 -1.205 -0.128  H5 1.032, C10 1.389, C13 1.659
7 H 1.054 0.994 -1.755  C14 1.113
8 N -0.131 0.312 1.388  H2 0.997, C3 1.451, C10 1.379
9 H 0.675 -1.172 -1.896  C13 1.115
10 C -0.624 -0.961 1.198  O1 1.226, N6 1.389, N8 1.379
11 H 1.875 0.314 -0.295  C14 1.105
12 H -0.901 1.641 -0.044  C3 1.098
13 C 0.026 -0.513 -1.273  N6 1.659, H9 1.115, C14 1.516, H15 1.090
14 C 0.898 0.600 -0.726  C3 1.538, H7 1.113, H11 1.105, C13 1.516
15 H -0.760 -0.047 -1.866  C13 1.090

Values from the calculation:
Energy above the lowest of the compared OMol25 structures with the same formula, charge and spin in eV: 1.2267
Net charge: 0
E_LUMO in eV: 0.84
Kohn-Sham gap in eV: 10.24

***

[10]
C4H8N2O in the gas phase. Source: OMol25; level of theory: ωB97M-V/def2-TZVPD.

Each atom is followed by the atoms it is bonded to, with distances in Å.
Atoms and positions in Å:
1 C 0.021 -0.763 -0.599  N2 1.454, C6 1.525, H9 1.101, H13 1.097
2 N -0.330 0.592 -0.993  C1 1.454, N14 1.235
3 C -0.501 1.057 1.987  O7 1.346, H8 1.082, C15 1.350
4 H 1.706 -0.929 -1.935  C6 1.087
5 H 0.154 -1.355 -2.663  C6 1.087
6 C 0.754 -1.426 -1.760  C1 1.525, H4 1.087, H5 1.087, H11 1.087
7 O -1.624 0.346 1.770  C3 1.346, H12 0.993
8 H -0.347 1.283 3.033  C3 1.082
9 H 0.620 -0.792 0.324  C1 1.101
10 H 1.006 2.348 1.294  C15 1.080
11 H 0.936 -2.474 -1.536  C6 1.087
12 H -1.746 0.231 0.792  O7 0.993
13 H -0.913 -1.306 -0.414  C1 1.097
14 N -0.006 1.580 -0.326  N2 1.235, C15 1.377
15 C 0.268 1.608 1.023  C3 1.350, H10 1.080, N14 1.377

Values from the calculation:
Energy above the lowest of the compared OMol25 structures with the same formula, charge and spin in eV: 3.6266
Net charge: 0
E_LUMO (alpha / beta) in eV: 0.45 / 0.45
Kohn-Sham gap (alpha / beta) in eV: 8.65 / 8.65

***

[11]
C4H8N2O in the gas phase. Source: OMol25; level of theory: ωB97M-V/def2-TZVPD.

Each atom is followed by the atoms it is bonded to, with distances in Å.
Atoms and positions in Å:
1 H -0.048 1.697 0.041  C12 1.109
2 H -0.209 -1.043 -2.699  C11 1.109
3 O -1.138 -0.012 -0.369  C12 1.411, N13 1.392
4 C 0.826 -0.930 0.485  H6 1.086, N9 1.247, N13 1.368
5 H -1.749 1.702 0.530  C12 1.097
6 H 1.647 -1.612 0.284  C4 1.086
7 C -0.398 0.482 1.801  H8 1.079, N9 1.472, H10 1.092, C12 1.512
8 H -0.086 1.238 2.506  C7 1.079
9 N 0.648 -0.543 1.657  C4 1.247, C7 1.472
10 H -1.249 0.007 2.292  C7 1.092
11 C 0.524 -0.605 -1.991  H2 1.109, N13 1.463, H14 1.078, H15 1.084
12 C -0.851 1.074 0.486  H1 1.109, O3 1.411, H5 1.097, C7 1.512
13 N 0.041 -0.710 -0.613  O3 1.392, C4 1.368, C11 1.463
14 H 0.599 0.424 -2.301  C11 1.078
15 H 1.442 -1.168 -2.109  C11 1.084

Values from the calculation:
Energy above the lowest of the compared OMol25 structures with the same formula, charge and spin in eV: 3.4091
Net charge: 0
E_LUMO in eV: 0.95
Kohn-Sham gap in eV: 9.56

***

[12]
A 2-piece molecular cluster, C4H8N2O overall. Source: OMol25; level of theory: ωB97M-V/def2-TZVPD.

Each atom is followed by the atoms it is bonded to, with distances in Å.
Atoms and positions in Å:
1 H -0.003 1.848 -0.524  N14 1.015
2 H -0.190 -0.560 -1.363  C13 1.067
3 H -0.312 -1.944 0.435  O6 0.970
4 H -0.408 2.522 0.924  N14 0.969
5 H 1.833 -0.188 0.703  C12 1.081
6 O 0.534 -1.787 0.884  H3 0.970, C12 1.418
7 N -3.125 -0.753 -0.533  C15 1.137
8 H 1.124 0.637 -1.470  C13 1.129
9 H -0.522 0.293 1.920  C11 1.083
10 H 1.407 -1.164 -1.494  C13 1.025
11 C -0.026 0.483 0.975  H9 1.083, C12 1.438, N14 1.453
12 C 0.846 -0.496 0.388  H5 1.081, O6 1.418, C11 1.438, C13 1.513
13 C 0.836 -0.398 -1.122  H2 1.067, H8 1.129, H10 1.025, C12 1.513
14 N 0.124 1.842 0.483  H1 1.015, H4 0.969, C11 1.453
15 C -2.118 -0.337 -0.207  N7 1.137

Values from the calculation:
Energy above the lowest of the compared OMol25 structures with the same formula, charge and spin in eV: 4.3608
Net charge: 0
E_LUMO (alpha / beta) in eV: -1.03 / -1.03
Kohn-Sham gap (alpha / beta) in eV: 8.94 / 8.95